[1]
Below is a cluster of 5 separate species, C13H36N4O4PS4 in total, with properties calculated with wB97M-V/def2-TZVPD.

LUMO level ... -2.929 eV
Electronic energy ... -80835.98610 eV
Frontier orbital gap ... 7.5 eV

The geometry in ORCA input format:
```
! RIJCOSX wB97M-V def2-TZVPD def2/J DEFGRID3
* xyz 1 1
C 0.30 -0.81 1.93
C 0.76 -1.33 0.56
P 0.58 -0.15 -0.80
C 1.75 -0.82 -2.00
N 1.55 1.24 -0.24
C 1.14 2.50 -0.09
N 2.08 3.31 0.34
C 3.16 2.55 0.47
N 4.39 2.93 0.91
N 2.87 1.29 0.10
H -0.08 0.21 1.91
H -0.48 -1.46 2.26
H 1.09 -0.89 2.65
H 1.76 -1.75 0.61
H 0.11 -2.14 0.26
H 1.36 -1.75 -2.38
H 2.72 -1.02 -1.57
H 1.90 -0.13 -2.82
H 0.12 2.76 -0.30
H 4.77 2.52 1.74
H 4.88 3.70 0.51
H 3.52 0.52 0.07
C -0.58 -5.04 5.46
S -0.84 -3.60 4.42
O 0.24 -3.60 3.39
C -0.37 -2.38 5.65
H -0.78 -5.92 4.85
H 0.45 -5.06 5.81
H -1.28 -5.00 6.30
H 0.65 -2.58 5.99
H -1.07 -2.43 6.48
H -0.44 -1.40 5.18
C 3.56 -1.70 -7.08
S 4.48 -1.98 -5.56
O 3.48 -2.14 -4.48
C 5.13 -0.31 -5.43
H 3.03 -2.63 -7.31
H 2.84 -0.90 -6.92
H 4.25 -1.46 -7.88
H 4.31 0.40 -5.39
H 5.78 -0.11 -6.28
H 5.71 -0.26 -4.51
C -3.09 1.33 2.22
S -4.18 0.47 3.34
O -3.31 -0.46 4.12
C -5.01 -0.50 2.09
H -2.43 1.95 2.82
H -2.50 0.59 1.66
H -3.66 1.94 1.52
H -4.27 -1.09 1.54
H -5.53 0.17 1.41
H -5.71 -1.16 2.59
C -4.56 2.77 -3.05
S -3.58 2.47 -1.58
O -4.50 2.11 -0.47
C -3.13 4.19 -1.30
H -4.99 1.83 -3.35
H -5.34 3.49 -2.81
H -3.91 3.15 -3.84
H -4.03 4.79 -1.19
H -2.53 4.54 -2.14
H -2.55 4.24 -0.38
*
```

---

[2]
Below is a structure of composition C9H20IN4O3SW, with properties calculated with wB97M-V/def2-TZVPD.

<S²> ... 2.024
LUMO level (spin up / spin down) ... -11.886 / -11.820 eV
Electronic energy ... -42495.66357 eV
Frontier orbital gap (spin up / spin down) ... 7.3 / 7.4 eV

The geometry in ORCA input format:
```
! RIJCOSX wB97M-V def2-TZVPD def2/J DEFGRID3
* xyz 3 3
W -0.91 0.40 0.37
N -2.09 -0.83 1.96
C -2.44 -2.14 1.25
C -1.82 -1.65 -0.03
O -2.44 -0.71 -0.63
O -0.53 -1.62 -0.08
H -1.57 -1.01 2.81
H -2.96 -0.37 2.25
H -3.51 -2.29 1.19
H -1.93 -2.98 1.70
N -0.34 2.36 -3.29
C -0.88 2.10 -2.14
O -0.41 1.14 -1.43
C -2.08 2.89 -1.69
I -2.19 2.90 0.46
H 0.42 1.79 -3.64
H -0.68 3.11 -3.89
H -2.99 2.41 -2.04
H -2.05 3.93 -2.01
C 5.13 0.94 3.97
C 4.54 0.03 2.91
N 3.17 0.52 2.57
C 2.21 -0.03 1.87
S 0.75 1.04 1.80
N 2.20 -1.19 1.26
C 3.25 -2.25 1.18
C 3.10 -3.28 2.29
H 6.13 0.60 4.22
H 4.53 0.92 4.89
H 5.21 1.97 3.62
H 4.46 -0.99 3.27
H 5.15 0.05 2.01
H 2.97 1.44 2.94
H 1.33 -1.45 0.81
H 4.22 -1.76 1.19
H 3.13 -2.70 0.20
H 3.20 -2.83 3.28
H 3.87 -4.03 2.17
H 2.13 -3.78 2.23
*
```